# 1
Computed, not measured: an isolated molecule of C6H10, with ωB97M-V with the def2-TZVPD basis set.

SMILES string: C1C[C@@H]2C[C@@H]2C1
2S+1: 1
Orbital gap, eV: 11.07
Relative energy (zero: lowest compared OMol25 entry of this formula, charge and spin), kcal per mole: 10.7
HOMO energy, eV: -9.817

The geometry in XYZ format:
```
16
C6H10, DFT ωB97M-V with the def2-TZVPD basis set
C -0.53976 -0.56132 1.18659
C -1.38632 -0.14167 -0.05437
C -0.41138 0.49924 -1.02854
C 0.78843 -0.33397 -1.37808
C 0.89404 0.72421 -0.31591
C 0.80918 0.22327 1.10839
H -0.40308 -1.64700 1.20172
H -1.08863 -0.31443 2.10260
H -2.16930 0.57901 0.21490
H -1.90245 -1.00246 -0.50248
H -0.79599 1.19675 -1.76900
H 0.79580 -1.38381 -1.08413
H 1.28926 -0.12658 -2.31840
H 1.56253 1.55908 -0.49937
H 1.75060 -0.31143 1.29890
H 0.80705 1.04110 1.83719
```

Results of the Mulliken charge analysis, in e, for atoms 1 through 8:
1 C -0.6702
2 C -0.7178
3 C -0.1314
4 C -0.7296
5 C -0.0807
6 C -0.7537
7 H 0.2864
8 H 0.3304



# 2
Computed, not measured: a structure of composition C34H46Cl2F6GaNO13PSi, with ωB97M-V with the def2-TZVPD basis set.

2S+1: 1
Total charge: -1
Orbital gap, eV: 6.79
HOMO energy, eV: -4.801

The geometry in XYZ format:
```
105
C34H46Cl2F6GaNO13PSi, DFT ωB97M-V with the def2-TZVPD basis set
C 2.09181 0.77085 1.08442
C 2.01476 -0.83444 1.15471
C 0.67058 -1.45069 0.45576
Cl -0.84086 -0.66678 1.15508
Ga 0.76814 -1.48195 -1.60364
C -0.63534 -0.32805 -2.56927
C -0.64596 1.23413 -2.15689
C -1.90137 1.58031 -1.20962
C -2.90118 2.68986 -1.79259
N -3.93774 2.93972 -0.71442
C -4.86021 4.05236 -0.55889
C -5.75246 3.93443 0.72989
C -5.33468 2.57159 1.41467
C -4.21959 2.09057 0.45390
P 2.88447 -0.86485 -2.48046
O 4.16855 -1.60401 -1.56198
Cl 3.18955 1.24539 -2.18855
C 0.41462 -3.47030 -2.18097
F 1.72733 -4.13753 -2.01889
F 0.08755 -3.59321 -3.58195
C -0.58464 -4.24644 -1.19608
C -1.97380 -3.48328 -0.90687
Si -3.40505 -4.23771 -1.92766
C -3.41758 -6.17161 -1.92138
C -3.26500 -3.72337 -3.79877
C -5.15807 -3.64793 -1.37441
C -5.40949 -2.10112 -1.34232
C -6.85835 -1.64379 -0.93389
C -8.01474 -2.63879 -0.58505
C -7.70491 -4.17795 -0.60211
C -6.27503 -4.68617 -1.00391
H 1.37430 1.25684 0.34252
H 3.20387 1.03660 0.88489
H 1.89464 1.15430 2.16092
H 2.94069 -1.38240 0.76126
H 1.91844 -1.13735 2.28051
H 0.65103 -2.55725 0.81000
H -1.71648 -0.73105 -2.51671
H -0.36133 -0.35925 -3.69935
H -0.81475 1.82566 -3.14483
H 0.36800 1.58053 -1.75821
H -2.41039 0.57996 -0.94603
H -1.49115 1.98246 -0.20535
H -3.40640 2.40062 -2.77826
H -2.30548 3.65459 -1.94660
H -4.99018 4.94781 -1.25580
H -6.55176 4.64852 1.11800
H -5.75097 2.08939 2.35733
H -3.71323 1.10689 0.75536
H 3.99982 -2.56926 -1.44975
H -0.06122 -4.41965 -0.17704
H -0.78340 -5.30111 -1.61598
H -1.95263 -2.35452 -1.08703
H -2.18732 -3.61742 0.22695
H -4.28109 -6.55123 -2.57566
H -2.44662 -6.51563 -2.44751
H -3.46796 -6.54221 -0.83595
H -2.30331 -4.10308 -4.28602
H -4.14296 -4.27938 -4.31874
H -3.43272 -2.59662 -3.90183
H -4.61211 -1.32620 -1.61835
H -7.06247 -0.52203 -0.92064
H -9.06532 -2.23964 -0.32467
H -8.52302 -4.95177 -0.36187
H -6.09445 -5.81507 -1.03215
C 5.74552 3.67320 -3.22961
C 6.60283 4.05914 -4.39147
O 6.81595 5.44191 -4.19107
C 6.75743 5.62562 -2.84154
O 7.15365 6.60588 -2.27856
O 6.19980 4.55400 -2.21061
F 5.94174 3.89063 -5.56142
H 4.68177 3.84824 -3.41305
H 5.88362 2.63083 -2.93798
H 7.56550 3.54090 -4.43216
C 6.56969 1.06045 0.54512
C 7.13201 -0.14614 -0.13296
O 8.35554 -0.35640 0.54582
C 8.15890 0.12649 1.80459
O 8.87052 -0.11743 2.73790
O 7.04953 0.91526 1.87487
F 7.40050 0.10908 -1.43605
H 6.94773 1.99664 0.12367
H 5.47891 1.08040 0.52109
H 6.50709 -1.04010 -0.05164
C -2.35686 5.22997 3.60179
C -2.53864 4.31415 4.77007
O -2.74036 3.05519 4.16591
C -2.05830 3.10588 2.98606
O -1.77632 2.14721 2.33187
O -1.73130 4.38636 2.64806
F -3.65182 4.63771 5.47417
H -3.30700 5.59241 3.19833
H -1.72620 6.08845 3.83953
H -1.67642 4.26562 5.44196
C 3.15987 -1.56755 6.69925
C 3.63998 -1.81695 5.30548
O 2.66548 -1.17818 4.50637
C 2.18943 -0.15353 5.27028
O 1.55369 0.76473 4.84273
O 2.53376 -0.29991 6.58269
F 3.63081 -3.14094 5.01863
H 2.42512 -2.30699 7.03073
H 3.97683 -1.53642 7.42207
H 4.62660 -1.39706 5.08782
```

Results of the Mulliken charge analysis, in e, for atoms 1 through 8:
1 C 0.0710
2 C -0.0284
3 C -0.0316
4 Cl -0.1365
5 Ga -0.7787
6 C -0.2802
7 C -0.1682
8 C 0.5763



# 3
Computed, not measured: a structure of composition C12H11Cl3O2Pb, with ωB97M-V with the def2-TZVPD basis set.

2S+1: 1
Orbital gap (spin up / spin down), eV: 5.49 / 6.34
Relative energy (zero: lowest compared OMol25 entry of this formula, charge and spin), kcal per mole: 0.0
HOMO energy (spin up / spin down), eV: -8.341 / -8.245

The geometry in XYZ format:
```
29
C12H11Cl3O2Pb, DFT ωB97M-V with the def2-TZVPD basis set
C -2.72500 -1.23874 -0.74961
C -1.94535 -1.42839 -1.94835
C -1.60854 -0.14325 -2.44609
H -1.71435 -2.39042 -2.42481
C -2.09801 0.83961 -1.52794
C -2.74122 0.16962 -0.45555
H -3.16742 0.64047 0.44041
H -3.27074 -2.02575 -0.21230
H -1.08220 0.06914 -3.37840
H -2.06009 1.92579 -1.67900
Pb -0.83820 -1.60688 1.14911
Cl 0.40830 -3.54884 2.04131
C 2.80706 -0.08314 -0.36168
C 2.39039 1.14541 -0.94157
C 1.88342 0.86448 -2.24087
H 2.46494 2.13093 -0.48610
C 1.99571 -0.53551 -2.47105
C 2.54074 -1.12897 -1.29359
H 2.75060 -2.18609 -1.14870
H 3.24433 -0.20163 0.62594
H 1.52724 1.60127 -2.96381
H 1.74061 -1.05235 -3.39574
Cl 0.22542 0.34767 5.51100
C -0.05101 1.50820 4.19464
Cl 1.15987 2.78930 4.16025
C -0.16534 0.74413 2.85680
O -0.96165 -0.27472 2.99746
O 0.35461 1.12172 1.79293
H -1.06412 1.94695 4.35532
```

Results of the Mulliken charge analysis, in e, for atoms 1 through 8:
1 C -0.6956
2 C -0.5141
3 C -0.2733
4 H 0.3794
5 C -0.4233
6 C -0.5156
7 H 0.4624
8 H 0.6667



# 4
Computed, not measured: a cluster of 2 separate species, C4H12N2OS in total, with ωB97M-V with the def2-TZVPD basis set.

SMILES string: C[S@@H](=N)=O.C=CNC
2S+1: 1
Orbital gap, eV: 7.93
Relative energy (zero: lowest compared OMol25 entry of this formula, charge and spin), kcal per mole: 111.6
HOMO energy, eV: -7.585

The geometry in XYZ format:
```
20
C4H12N2OS, DFT ωB97M-V with the def2-TZVPD basis set
C 2.39942 -0.09799 1.29058
S 1.21559 1.19993 0.81159
N 0.68880 1.26698 -0.60579
O 0.04437 1.24302 1.62037
H 3.21229 0.15135 0.64762
H 1.92388 -1.12819 0.99756
H 2.67222 -0.03119 2.44128
H 2.11823 2.29562 1.09544
H 1.22713 1.34129 -1.53036
C -0.27806 -2.02667 0.10702
C -0.85091 -1.20738 -0.73401
N -1.90490 -0.38754 -0.33317
C -2.43636 0.68698 -1.23280
H 0.49803 -2.73918 -0.26306
H -0.35632 -2.15967 1.26070
H -0.59569 -1.17084 -1.77563
H -1.84898 -0.09473 0.56980
H -3.27008 1.22203 -0.77069
H -1.68613 1.43365 -1.43801
H -2.77252 0.20253 -2.15843
```

Results of the Mulliken charge analysis, in e, for atoms 1 through 8:
1 C -0.7016
2 S 0.5992
3 N -0.4314
4 O -0.5815
5 H 0.3534
6 H 0.1820
7 H 0.2848
8 H 0.1223



# 5
Computed, not measured: a cluster of 7 separate species, C16H20B2NO32S4 in total, with ωB97M-V with the def2-TZVPD basis set.

Expectation value of S²: 0.76
2S+1: 2
Orbital gap (spin up / spin down), eV: 7.11 / 3.18
Relative energy (zero: lowest compared OMol25 entry of this formula, charge and spin), kcal per mole: 7.5
HOMO energy (spin up / spin down), eV: -9.103 / -9.102

The geometry in XYZ format:
```
75
C16H20B2NO32S4, DFT ωB97M-V with the def2-TZVPD basis set
N -0.80805 0.70958 0.10657
H -0.05664 1.33877 0.35069
H -0.37415 -0.19566 0.21777
H -1.19200 1.09370 -0.74498
H -1.48064 0.86389 0.84408
O -4.66854 -6.26534 3.86433
C -3.81357 -5.91731 3.04301
O -2.64588 -5.12484 3.23166
B -1.99940 -4.86017 1.91852
O -2.65740 -5.75230 0.96081
C -3.71763 -6.33113 1.51482
O -4.46407 -7.13136 0.97269
O -2.03709 -3.39204 1.48959
C -0.81180 -3.01552 1.16489
O -0.45113 -1.92190 0.86718
C 0.10828 -4.20627 1.51374
O -0.55115 -5.18584 1.99847
O 1.34023 -4.04171 1.63583
O -2.91354 -1.90963 3.88261
C -1.76388 -1.40367 3.89703
O -0.72332 -1.83736 4.59372
B 0.39863 -0.91132 4.39740
O -0.09975 0.04367 3.38600
C -1.36739 -0.17576 3.09392
O -2.03633 0.47183 2.31345
O 1.61264 -1.51680 3.62178
C 2.67884 -1.37665 4.29744
O 3.86545 -1.76321 4.01525
C 2.26532 -0.66000 5.67110
O 0.99819 -0.41453 5.69360
O 3.13496 -0.34451 6.50782
C 2.68771 1.60373 -4.54639
C 1.65890 2.59771 -5.16504
O 0.84135 2.88496 -4.06323
S 1.59492 2.83259 -2.57777
O 0.63214 2.20585 -1.66399
O 2.09293 4.11093 -2.19246
O 2.71821 1.76063 -3.09021
H 3.69113 1.64480 -4.97013
H 2.34460 0.56916 -4.54087
H 0.98149 2.15544 -5.89552
H 2.12529 3.51496 -5.52452
C -2.84824 -3.29466 -2.83478
C -3.34083 -2.12971 -1.94355
O -2.47465 -1.11642 -2.05687
S -1.13732 -1.42745 -3.02057
O 0.14443 -1.06970 -2.40339
O -1.53369 -0.97479 -4.37376
O -1.42860 -3.08037 -2.94456
H -3.11445 -3.08265 -3.87030
H -3.03370 -4.31317 -2.49371
H -3.34582 -2.17715 -0.85460
H -4.29390 -1.63194 -2.12241
C -2.13676 5.01627 -2.46760
C -0.77193 5.78458 -2.19163
O -0.35375 5.26794 -0.91093
S -1.50473 4.53479 0.07626
O -2.28710 5.43947 0.92292
O -1.01176 3.30882 0.70089
O -2.46813 4.20932 -1.30833
H -2.02354 4.34042 -3.31525
H -2.85001 5.73006 -2.87977
H -0.97623 6.85257 -2.11576
H -0.07383 5.58668 -3.00502
C 4.81542 1.69697 0.07509
C 4.90589 1.66501 1.57579
O 4.06329 0.63822 1.97294
S 2.91629 0.35722 0.87862
O 1.83494 1.34535 1.09367
O 2.59857 -1.09633 0.86811
O 3.90548 0.81911 -0.33459
H 5.73809 1.44934 -0.44976
H 4.54647 2.66761 -0.34158
H 4.49257 2.54026 2.07699
H 5.90932 1.39724 1.90671
```

Results of the Mulliken charge analysis, in e, for atoms 1 through 8:
1 N 0.8244
2 H 0.2590
3 H 0.0561
4 H 0.2803
5 H 0.3814
6 O -0.5840
7 C 0.5743
8 O -0.3847



# 6
Computed, not measured: a cluster of 3 separate species, H6O3 in total, with ωB97M-V with the def2-TZVPD basis set.

SMILES string: O.O.O
2S+1: 1
Orbital gap, eV: 11.12
Relative energy (zero: lowest compared OMol25 entry of this formula, charge and spin), kcal per mole: 7.6
HOMO energy, eV: -10.686

The geometry in XYZ format:
```
9
H6O3, DFT ωB97M-V with the def2-TZVPD basis set
O 0.92072 2.88874 23.80615
H 1.19246 3.69217 24.28862
H 0.47163 3.21282 23.01930
O 1.19360 5.43976 25.24155
H 1.69565 5.82543 25.96953
H 0.28353 5.70763 25.41232
O 1.71422 7.64408 27.36944
H 2.65816 7.80203 27.24549
H 1.37852 8.45805 27.76132
```

Results of the Mulliken charge analysis, in e, for atoms 1 through 8:
1 O -0.6397
2 H 0.3832
3 H 0.2986
4 O -0.6707
5 H 0.3244
6 H 0.3110
7 O -0.6254
8 H 0.3144



# 7
Computed, not measured: a cluster of 40 separate species, H80O40 in total, with ωB97M-V with the def2-TZVPD basis set.

2S+1: 1
Orbital gap, eV: 8.78
Relative energy (zero: lowest compared OMol25 entry of this formula, charge and spin), kcal per mole: 350.5
HOMO energy, eV: -9.506

The geometry in XYZ format:
```
120
H80O40, DFT ωB97M-V with the def2-TZVPD basis set
H 1.14007 3.43649 3.88031
H 0.15802 3.80682 2.86934
O 0.77304 4.26771 3.47745
H 1.07297 1.92554 -5.40044
H 0.14131 1.28065 -6.54883
O 0.89014 1.13456 -5.94994
H -1.08129 -0.20705 1.73189
H -0.23727 0.50451 2.73591
O -0.77967 -0.27124 2.60442
H -1.79148 -0.03967 -2.78780
H -0.71505 -0.06739 -3.80788
O -0.95135 0.40130 -2.99848
H -5.28016 -1.70587 -3.44085
H -4.38218 -2.03499 -2.24354
O -4.71565 -1.32943 -2.74957
H 0.44697 1.63630 6.31134
O 1.32240 1.92941 6.11363
H 4.46878 -2.14964 2.10911
O 4.11949 -1.25897 1.79447
H 4.33826 2.49212 -2.45896
H 2.97926 2.51148 -3.43893
O 3.81077 2.08992 -3.25129
H 1.33496 -0.40901 -2.48486
H 0.21300 -1.24030 -1.80580
O 1.16074 -1.27761 -2.09203
H 2.26542 2.15949 -1.47219
H 2.69168 0.89774 -2.47763
O 2.11744 1.17833 -1.61856
H -3.97018 2.31078 -0.27751
H -3.35201 3.57988 -0.22486
O -3.72182 2.90908 0.38795
H -1.05112 2.23568 -2.31106
O -1.08656 3.04580 -1.82011
H -0.72109 -2.96492 3.67125
H -1.36569 -2.90320 5.03695
O -1.00525 -3.60615 4.45643
H 1.97079 4.78410 -2.29146
H 1.15310 3.68754 -3.06007
O 1.87884 4.16617 -2.88179
H 1.62217 0.32545 0.47646
H 1.69812 -0.72115 -0.71521
O 1.82620 -0.56896 0.30762
H 3.94350 -0.41027 4.43434
H 5.15076 -0.73461 3.61219
O 4.86343 -0.57294 4.41133
H -3.42806 2.82099 -3.46942
H -2.45772 3.90709 -3.41602
O -3.04879 3.51218 -4.14483
H 4.16845 0.91843 1.20237
H 3.47304 1.87454 0.15661
O 4.30234 1.50473 0.41586
H 0.61929 -1.39734 -5.99836
O -0.36676 -1.46721 -6.34738
H 2.27624 -2.29425 3.65227
H 2.78160 -3.38851 4.41052
O 2.95243 -2.33096 4.36038
H 4.69170 -0.41301 -3.51232
O 3.79113 -0.33766 -3.84003
H -1.18738 3.69619 -4.88473
H -1.18891 4.15301 -3.36970
O -0.63604 3.98143 -4.07402
H 0.77104 -3.69062 -1.80700
H 2.41934 -3.94025 -1.71646
O 1.45979 -4.14613 -1.28952
H -0.41594 -2.68290 1.22888
H 1.04128 -1.82915 0.75869
O 0.10366 -2.36762 0.53952
H -0.91797 1.41411 3.52570
H -0.66320 2.48886 4.73387
O -1.19776 1.74196 4.43025
H 6.66938 -2.13000 -0.71701
H 5.52382 -1.27396 0.00237
O 5.79225 -2.09409 -0.28314
H -5.03147 -4.17945 -0.23430
H -4.86892 -4.06795 1.32311
O -5.30862 -3.91047 0.60214
H -0.75444 -4.77720 0.35266
H -1.28495 -6.04824 0.45217
O -1.46302 -5.20272 0.77632
H -2.80330 3.10789 1.72329
H -3.10575 2.25774 2.97072
O -2.62726 3.09778 2.66458
H 1.47438 4.63921 1.90555
H 2.20664 5.68597 1.14037
O 1.83517 4.79796 1.11868
H -0.39355 -4.49878 -2.50230
H -0.76647 -3.35977 -3.34310
O -1.19660 -3.95806 -2.75496
H -3.19910 -3.55070 -2.22251
O -3.88309 -4.13399 -1.67096
H -3.17224 -3.53833 3.49520
H -2.38531 -4.01821 2.19314
O -2.72236 -3.25120 2.67953
H -0.76822 -0.82366 -5.66838
H 2.00984 1.38829 6.48756
H 3.95170 0.29364 -4.54674
H 3.36778 -1.66397 1.40189
H -1.97189 3.23417 -1.68793
H -3.49363 -4.75744 -1.06348
O -4.31662 -0.57292 3.56970
H -5.08799 -0.85173 3.20721
H -4.00310 -0.17273 2.78425
O -3.01511 1.43770 -1.52148
H -2.17616 1.08026 -1.16712
H -3.57293 0.67478 -1.61218
O -1.57920 -1.04415 5.29251
H -2.28793 -1.35161 5.90398
H -2.12379 -0.63689 4.56198
O -1.47290 4.61445 0.54118
H -0.60675 4.79376 0.41607
H -1.61962 4.90029 1.49067
O -1.49456 -0.52812 0.08249
H -0.88214 -1.14531 -0.05072
H -2.39275 -0.52010 0.00843
O 3.93861 -3.60812 -1.98406
H 4.43893 -4.11303 -1.36304
H 4.10594 -3.42813 -2.91272
O -0.20746 2.05401 1.19264
H 0.22476 2.85225 0.71908
H -1.17654 2.16928 1.06043
```

Results of the Mulliken charge analysis, in e, for atoms 1 through 8:
1 H 0.3619
2 H 0.2221
3 O -0.8303
4 H 0.2760
5 H 0.3084
6 O -0.5804
7 H -0.0107
8 H 0.1417



# 8
Computed, not measured: an isolated molecule of C6H9N, with ωB97M-V with the def2-TZVPD basis set.

SMILES string: CC1=CC=N[C@H]1C
2S+1: 1
Orbital gap, eV: 10.07
Relative energy (zero: lowest compared OMol25 entry of this formula, charge and spin), kcal per mole: 16.4
HOMO energy, eV: -9.204

The geometry in XYZ format:
```
16
C6H9N, DFT ωB97M-V with the def2-TZVPD basis set
C -0.91447 -1.54358 0.66262
C 0.18261 -0.63619 0.21924
C 1.41423 -0.95399 -0.20746
C 2.07046 0.30767 -0.55877
N 1.34403 1.35139 -0.37182
C 0.08755 0.86870 0.19322
C -1.15966 1.46462 -0.45280
H -0.58497 -2.58588 0.64596
H -1.77833 -1.44313 -0.00524
H -1.25789 -1.30382 1.67590
H 1.85508 -1.94326 -0.26841
H 3.08153 0.38336 -0.95557
H 0.10747 1.21074 1.23718
H -1.29096 1.11830 -1.48234
H -1.09826 2.55655 -0.46086
H -2.04422 1.17709 0.12678
```

Results of the Mulliken charge analysis, in e, for atoms 1 through 8:
1 C -1.2936
2 C 0.4278
3 C -0.3862
4 C -0.4271
5 N -0.6370
6 C 0.6809
7 C -1.3571
8 H 0.3417



| no. | E (Ha) |
| --- | --- |
| 1 | -234.58543 |
| 2 | -6431.08360 |
| 3 | -2187.65583 |
| 4 | -742.38321 |
| 5 | -4726.67139 |
| 6 | -229.31289 |
| 7 | -3057.19884 |
| 8 | -288.75587 |